#one
{"formula": "C4H3N3O", "method": "ωB97M-V with the def2-TZVPD basis set", "homo_ev": -9.144, "homo_lumo_gap_ev": 9.83, "smiles": "c1cc2cnnn2o1", "symbols": ["O", "N", "N", "N", "C", "C", "C", "C", "H", "H", "H"], "xyz": [[1.177, -1.083, 0.129], [-2.036, -0.139, -0.035], [0.006, -0.556, -0.095], [-1.247, -1.118, -0.020], [1.331, 1.077, -0.027], [-1.444, 1.047, 0.124], [-0.074, 0.790, -0.014], [1.982, -0.020, -0.101], [1.717, 2.182, 0.057], [3.104, -0.091, 0.124], [-2.065, 1.904, -0.060]], "mulliken_charge": [-0.36, -0.21, 0.81, -0.55, -0.47, -0.54, 0.49, -0.13, 0.27, 0.34, 0.35]}


#two
{"formula": "C4H3N3O", "method": "ωB97M-V with the def2-TZVPD basis set", "homo_ev": -9.732, "homo_lumo_gap_ev": 8.47, "symbols": ["O", "N", "N", "N", "C", "C", "C", "C", "H", "H", "H"], "xyz": [[-0.090, 0.786, 0.885], [-0.143, -0.605, -0.903], [1.079, -0.563, -0.915], [4.327, 0.412, 0.423], [2.052, -0.146, -0.378], [3.309, 0.048, 0.024], [-0.743, 0.094, 0.163], [-2.186, -0.028, 0.182], [-2.478, 0.038, -0.902], [-2.657, -0.911, 0.655], [-2.471, 0.874, 0.766]], "mulliken_charge": [-0.54, -1.00, 0.65, -0.38, 0.60, 0.01, 0.67, -0.79, 0.26, 0.26, 0.27]}


Unit: kJ/mol. Relative energies: #one 87.0; #two 0.0.


#one
{"formula": "C4H3N3O", "method": "ωB97M-V with the def2-TZVPD basis set", "homo_ev": -8.683, "homo_lumo_gap_ev": 9.27, "smiles": "N#C/C=C1\\NN=CO1", "symbols": ["O", "N", "N", "N", "C", "C", "C", "C", "H", "H", "H"], "xyz": [[-1.296, 1.017, -0.105], [3.321, -0.543, 0.026], [-1.941, -1.051, 0.147], [-0.515, -0.934, -0.172], [-0.118, 0.398, -0.072], [1.175, 0.901, 0.022], [-2.292, 0.134, 0.037], [2.284, 0.038, 0.020], [1.251, 1.945, 0.459], [-0.002, -1.726, 0.063], [-3.241, 0.517, 0.266]], "mulliken_charge": [-0.35, -0.46, -0.47, -0.03, 0.65, -0.60, 0.04, 0.27, 0.28, 0.27, 0.41]}


#two
{"formula": "C4H3N3O", "method": "ωB97M-V with the def2-TZVPD basis set", "homo_ev": -10.004, "homo_lumo_gap_ev": 8.85, "smiles": "O=c1ccncnn1", "symbols": ["O", "N", "N", "N", "C", "C", "C", "C", "H", "H", "H"], "xyz": [[-1.076, 2.394, -0.720], [1.353, -1.026, 0.372], [-1.212, 0.785, 0.769], [-0.314, 0.345, 1.572], [0.987, -0.170, 1.241], [-0.853, 1.250, -0.423], [-0.478, -0.071, -1.007], [0.423, -0.971, -0.678], [0.515, -1.906, -1.303], [1.751, -0.263, 2.052], [-1.096, -0.367, -1.877]], "mulliken_charge": [-0.51, -0.44, -0.16, -0.10, -0.06, 0.49, -0.31, 0.08, 0.36, 0.34, 0.30]}


Unit: kJ/mol. Relative energies: #one 0.0; #two 201.3.


#one
{"formula": "C4H3N3O", "method": "ωB97M-V with the def2-TZVPD basis set", "homo_ev": -8.720, "homo_lumo_gap_ev": 8.95, "smiles": "[H]/N=c1\\[nH]nc(C#C)o1", "symbols": ["O", "N", "N", "N", "C", "C", "C", "C", "H", "H", "H"], "xyz": [[0.065, 0.881, -0.095], [-0.406, -1.349, 0.012], [-1.158, 1.721, 1.701], [-1.186, -0.598, 0.905], [-0.906, 0.804, 0.886], [0.259, -0.343, -0.587], [1.364, -0.622, -1.454], [2.497, -0.764, -1.961], [-2.134, -0.996, 1.209], [3.395, -0.443, -2.627], [-1.812, 1.519, 2.544]], "mulliken_charge": [-0.32, -0.49, -0.64, 0.01, 0.52, 0.51, -0.23, -0.20, 0.27, 0.31, 0.25]}


#two
{"formula": "C4H3N3O", "method": "ωB97M-V with the def2-TZVPD basis set", "homo_ev": -9.054, "homo_lumo_gap_ev": 9.68, "symbols": ["O", "N", "N", "N", "C", "C", "C", "C", "H", "H", "H"], "xyz": [[-1.045, 1.188, 0.044], [2.242, -0.142, 0.131], [0.215, -0.593, -0.215], [1.427, -1.084, -0.039], [0.243, 0.745, -0.108], [-0.986, -1.023, -0.115], [-1.833, -0.025, 0.035], [1.560, 1.094, -0.082], [-0.933, -2.245, 0.433], [-2.905, -0.040, 0.026], [2.015, 2.126, -0.110]], "mulliken_charge": [-0.37, -0.24, 0.75, -0.72, 0.50, 0.02, -0.35, -0.60, 0.26, 0.41, 0.33]}


#three
{"formula": "C4H3N3O", "method": "ωB97M-V with the def2-TZVPD basis set", "homo_ev": -10.179, "homo_lumo_gap_ev": 9.55, "smiles": "O=c1cnnccn1", "symbols": ["O", "N", "N", "N", "C", "C", "C", "C", "H", "H", "H"], "xyz": [[2.223, -0.226, 1.019], [-1.243, -1.045, 0.651], [-0.367, -1.560, -0.362], [0.841, 1.205, -0.356], [-0.437, 1.191, -0.265], [0.837, -1.077, -0.558], [-1.393, 0.228, 0.628], [1.355, -0.110, 0.169], [-0.995, 2.142, -0.591], [-2.266, 0.980, 1.051], [1.445, -1.727, -1.386]], "mulliken_charge": [-0.50, -0.39, -0.26, -0.40, 0.02, 0.06, 0.13, 0.44, 0.32, 0.26, 0.33]}


Unit: kJ/mol. Relative energies: #one 0.0; #two 35.5; #three 73.9.


#one
{"formula": "C6H10IN2", "method": "ωB97M-V with the def2-TZVPD basis set", "homo_ev": -13.230, "homo_lumo_gap_ev": 8.21, "charge": 1, "smiles": "C[C@H](CI)C1=[NH+]CC=N1", "symbols": ["I", "N", "N", "C", "C", "C", "C", "C", "C", "H", "H", "H", "H", "H", "H", "H", "H", "H", "H"], "xyz": [[3.239, 0.199, -0.074], [0.104, 1.321, 0.602], [-1.353, 0.738, -0.964], [-0.747, 2.463, 0.424], [0.492, -1.186, -0.497], [1.743, -1.325, 0.326], [-0.555, -2.227, -0.161], [-1.661, 1.942, -0.627], [-0.273, 0.387, -0.225], [-1.270, 2.759, 1.343], [-0.182, 3.343, 0.089], [0.929, 1.303, 1.193], [-2.473, 2.484, -1.084], [-1.500, -1.992, -0.642], [1.535, -1.303, 1.394], [2.221, -2.271, 0.084], [-0.222, -3.197, -0.525], [0.684, -1.139, -1.569], [-0.709, -2.299, 0.914]], "mulliken_charge": [0.07, 0.05, -0.43, -0.45, 0.59, -1.37, -1.44, -0.08, 0.20, 0.33, 0.34, 0.19, 0.43, 0.42, 0.46, 0.56, 0.40, 0.35, 0.38]}


#two
{"formula": "C6H10IN2", "method": "ωB97M-V with the def2-TZVPD basis set", "homo_ev": [-12.311, -12.613], "homo_lumo_gap_ev": [8.05, 8.28], "charge": 1, "symbols": ["I", "N", "N", "C", "C", "C", "C", "C", "C", "H", "H", "H", "H", "H", "H", "H", "H", "H", "H"], "xyz": [[-3.293, -0.291, -0.034], [-0.610, 0.492, -1.130], [0.982, -0.994, -0.130], [0.742, -0.825, 1.254], [-1.511, 0.871, -0.106], [-0.175, -0.077, 1.790], [-1.621, 2.329, 0.164], [2.067, -1.918, -0.414], [0.399, -0.369, -1.122], [-0.815, 0.903, -2.039], [-2.121, 2.849, -0.658], [0.822, -0.566, -2.102], [1.442, -1.408, 1.855], [-2.206, 2.501, 1.064], [-0.519, 0.214, 2.750], [2.258, -1.988, -1.482], [1.810, -2.910, -0.037], [2.979, -1.580, 0.084], [-0.631, 2.767, 0.293]], "mulliken_charge": [0.21, -0.03, 0.02, 0.20, -0.33, -0.83, -1.14, -0.97, 0.29, 0.31, 0.40, 0.30, 0.38, 0.37, 0.40, 0.30, 0.37, 0.38, 0.34]}


Unit: kJ/mol. Relative energies: #one 0.0; #two 277.3.


#one
{"formula": "C23H37ClN2O3SiTi", "method": "ωB97M-V with the def2-TZVPD basis set", "homo_ev": [-1.653, -1.514], "homo_lumo_gap_ev": [4.41, 4.27], "charge": -1, "spin_multiplicity": 2, "symbols": ["Ti", "Cl", "Si", "O", "O", "O", "N", "N", "C", "C", "C", "C", "C", "C", "C", "C", "C", "C", "C", "C", "C", "C", "C", "C", "C", "C", "C", "C", "C", "C", "C", "H", "H", "H", "H", "H", "H", "H", "H", "H", "H", "H", "H", "H", "H", "H", "H", "H", "H", "H", "H", "H", "H", "H", "H", "H", "H", "H", "H", "H", "H", "H", "H", "H", "H", "H", "H", "H"], "xyz": [[-0.944, -0.006, 0.256], [-2.890, 0.423, 1.387], [-0.104, 0.132, 3.626], [-0.609, 4.053, -0.784], [-0.267, -4.043, -1.143], [0.042, -0.020, 2.004], [-0.112, 1.946, -0.166], [-0.309, -2.089, -0.034], [-1.991, 2.337, -1.763], [1.604, -0.203, 4.372], [-0.437, -0.025, -4.294], [-1.333, -1.091, 4.367], [-0.409, -2.549, -4.410], [-1.376, -1.279, -2.479], [-0.672, 1.842, 4.181], [2.110, 2.599, -0.969], [1.728, 2.419, 1.486], [0.800, -4.176, -0.161], [-0.835, -2.868, -0.958], [-0.821, 1.177, -3.687], [1.096, 2.749, 0.156], [0.537, 4.170, 0.131], [2.086, -2.125, 0.518], [-0.905, 2.773, -0.859], [0.773, -2.874, 0.632], [-0.543, 2.487, -4.368], [-0.755, -1.260, -3.721], [0.429, -3.188, 2.075], [-1.409, -0.081, -1.715], [-1.941, -2.495, -1.868], [-1.418, 1.145, -2.433], [-2.867, 2.096, -1.138], [2.027, -1.161, 1.040], [2.517, 1.582, -0.983], [-0.959, 1.790, 5.243], [1.554, -0.183, 5.471], [0.084, -2.341, -5.364], [0.147, 4.486, 1.109], [-1.552, 2.170, 3.612], [-2.215, -0.209, -0.455], [1.657, 2.821, -1.946], [2.882, -2.733, 0.967], [0.186, 3.095, -3.810], [-0.122, 2.301, -5.362], [-1.028, -2.135, 4.226], [2.005, -1.182, 4.076], [0.275, -3.161, -3.803], [1.732, -4.347, -0.713], [0.066, 0.003, -5.260], [1.001, -4.072, 2.392], [-1.450, 3.093, -4.493], [0.998, 2.515, 2.294], [0.689, -2.357, 2.736], [2.535, 3.145, 1.667], [0.107, 2.610, 4.098], [-2.329, -0.964, 3.923], [-2.144, -3.306, -2.571], [-2.250, 3.144, -2.458], [2.330, 0.561, 4.061], [-0.640, -3.413, 2.169], [-1.417, -0.911, 5.450], [1.206, 4.937, -0.274], [-2.834, -2.293, -1.256], [2.323, -1.957, -0.541], [2.931, 3.309, -0.797], [2.164, 1.415, 1.491], [-1.297, -3.162, -4.616], [0.565, -5.067, 0.434]], "mulliken_charge": [-1.00, -0.65, 0.88, -0.45, -0.41, -0.09, 0.61, 0.40, -1.37, -1.24, -1.80, -1.17, -1.73, 0.19, -1.37, -1.37, -1.53, -0.71, 0.38, 1.45, 1.36, -0.76, -1.57, 0.50, 1.57, -1.74, 1.28, -1.28, 1.80, -1.26, -0.05, 0.33, -0.15, 0.26, 0.45, 0.42, 0.40, 0.38, 0.26, -0.10, 0.16, 0.44, 0.23, 0.39, 0.28, 0.31, 0.23, 0.36, 0.17, 0.43, 0.29, -0.02, -0.45, 0.46, 0.36, 0.20, 0.37, 0.33, 0.28, 0.42, 0.45, 0.26, 0.32, 0.48, 0.46, 0.15, 0.29, 0.30]}


#two
{"formula": "C23H37ClN2O3SiTi", "method": "ωB97M-V with the def2-TZVPD basis set", "homo_ev": [-1.938, -2.913], "homo_lumo_gap_ev": [4.82, 5.79], "charge": -1, "spin_multiplicity": 2, "symbols": ["Ti", "Cl", "Si", "O", "O", "O", "N", "N", "C", "C", "C", "C", "C", "C", "C", "C", "C", "C", "C", "C", "C", "C", "C", "C", "C", "C", "C", "C", "C", "C", "C", "H", "H", "H", "H", "H", "H", "H", "H", "H", "H", "H", "H", "H", "H", "H", "H", "H", "H", "H", "H", "H", "H", "H", "H", "H", "H", "H", "H", "H", "H", "H", "H", "H", "H", "H", "H", "H"], "xyz": [[-0.247, -0.084, -0.079], [1.651, -0.172, -1.450], [-0.372, 0.219, 3.432], [-0.724, 4.167, -0.388], [0.347, 0.033, 1.878], [-0.470, -4.303, -0.885], [-0.022, -2.291, -0.026], [0.111, 2.108, -0.208], [-0.967, 2.599, -4.004], [-1.687, 1.148, -2.047], [2.410, -2.629, 0.395], [1.354, 0.065, 4.165], [-0.824, -3.034, -0.760], [1.003, -3.163, 0.588], [-0.819, -2.516, -4.208], [-1.631, -1.270, -2.162], [1.993, 2.481, 1.324], [1.262, 2.973, 0.094], [0.592, 4.332, 0.257], [0.791, -4.476, -0.155], [-1.158, -1.219, -3.487], [-2.022, -2.527, -1.488], [-0.890, 2.871, -0.590], [-1.228, 1.232, -3.379], [-2.110, 2.337, -1.257], [-1.599, -0.094, -1.366], [-1.209, 1.899, 3.679], [-0.959, 0.043, -4.074], [-1.564, -1.144, 3.999], [2.214, 3.037, -1.088], [0.722, -3.322, 2.065], [-0.468, -2.298, -5.239], [3.003, 3.758, -0.847], [-1.700, -3.185, -4.256], [2.559, -1.684, 0.930], [0.413, 4.588, 1.311], [-2.508, -1.146, 3.431], [-1.848, 3.263, -3.901], [-2.251, 1.900, 3.321], [-1.116, -2.145, 3.904], [1.322, 2.489, 2.189], [2.616, -2.473, -0.667], [-0.723, 2.475, -5.083], [-1.812, -0.999, 5.065], [1.440, -4.046, 2.476], [1.955, 0.903, 3.785], [-0.299, -3.706, 2.213], [-0.679, 2.705, 3.144], [-2.582, 3.131, -1.857], [-0.018, -3.060, -3.660], [1.096, 5.158, -0.256], [1.819, -0.855, 3.784], [-2.785, 1.986, -0.459], [-0.594, 0.098, -5.133], [1.690, 3.375, -1.992], [-1.382, -0.212, 1.015], [-2.767, -2.264, -0.721], [-2.398, -3.311, -2.164], [2.831, 3.163, 1.521], [3.111, -3.372, 0.794], [0.669, -5.347, 0.497], [1.566, -4.668, -0.909], [2.380, 1.464, 1.170], [-1.221, 2.159, 4.755], [1.353, 0.060, 5.256], [0.833, -2.360, 2.584], [2.652, 2.054, -1.276], [-0.108, 3.101, -3.502]], "mulliken_charge": [-1.23, -0.60, 0.95, -0.48, -0.49, -0.44, 1.27, 1.16, -1.64, 0.37, -1.99, -1.02, 0.28, 1.50, -1.74, 0.42, -1.12, 1.03, -0.78, -0.79, 1.25, -1.38, 0.41, 1.42, -1.59, -0.05, -1.03, -1.12, -1.11, -1.51, -1.07, 0.39, 0.48, 0.30, 0.06, 0.36, 0.23, 0.27, 0.24, 0.23, -0.12, 0.48, 0.40, 0.42, 0.48, 0.19, 0.43, 0.10, 0.28, 0.23, 0.29, 0.25, 0.40, 0.09, 0.27, 0.34, 0.40, 0.29, 0.53, 0.47, 0.28, 0.38, 0.02, 0.45, 0.39, -0.51, 0.23, 0.16]}


Unit: kJ/mol. Relative energies: #one 0.0; #two 29.3.


#one
{"formula": "CH2O3S2", "method": "ωB97M-V with the def2-TZVPD basis set", "homo_ev": -9.013, "homo_lumo_gap_ev": 8.29, "symbols": ["S", "S", "O", "O", "O", "C", "H", "H"], "xyz": [[-1.764, -1.141, 0.750], [-0.220, 1.390, -0.707], [-2.657, -0.063, 0.327], [-0.420, -0.562, 1.612], [0.976, -1.426, -0.066], [-0.121, -0.807, 0.287], [1.774, -0.964, 0.346], [-1.634, 1.699, -0.684]], "mulliken_charge": [0.47, -0.31, -0.46, -0.27, -0.42, 0.40, 0.42, 0.18]}


#two
{"formula": "CH2O3S2", "method": "ωB97M-V with the def2-TZVPD basis set", "homo_ev": -9.724, "homo_lumo_gap_ev": 8.72, "symbols": ["S", "S", "O", "O", "O", "C", "H", "H"], "xyz": [[0.516, -0.562, -0.520], [-2.997, 0.631, -0.330], [-2.386, -2.193, -0.335], [-2.855, -0.500, 1.184], [-1.902, 1.562, -0.307], [-2.592, -1.146, 0.136], [-0.414, -1.331, -1.055], [0.174, 0.478, -1.318]], "mulliken_charge": [-0.31, 0.44, -0.44, -0.32, -0.38, 0.70, 0.13, 0.16]}


Unit: kJ/mol. Relative energies: #one 140.3; #two 0.0.